Density functional theory data (ωB97M-V/def2-TZVPD) for a cluster of 6 separate species, C39H63Br2FNO21P3S in total at a distorted geometry.

Geometry as XYZ:
```
131
Properties=species:S:1:pos:R:3:forces:R:3:lowdin_charge:R:1
C 7.732523 3.210630 1.416531 -0.6 -0.8 0.6 -0.1209
C 6.806240 1.872645 1.468150 -0.3 1.6 0.6 -0.2620
C 6.013380 1.957392 2.890780 -0.5 -0.3 -1.4 -0.6441
Br 7.182980 1.368831 4.428320 -0.7 0.5 -0.8 0.6026
C 4.636380 1.145971 2.822387 -2.8 -1.2 0.2 -0.1406
C 3.297231 1.976427 2.848780 -1.1 -3.1 0.2 -0.0520
C 3.237121 3.563747 2.982420 1.6 -0.3 -0.4 -0.1207
C 3.596031 4.191043 1.532531 0.1 0.6 0.4 -0.1460
F 2.761901 5.350538 1.320253 1.1 -1.7 0.0 -0.1019
C 1.932255 1.203232 2.777923 2.0 -1.6 0.0 0.0371
C 1.853366 -0.368197 2.678394 2.5 1.5 0.3 0.0296
C 3.174839 -1.191991 2.644758 -0.3 2.8 0.0 -0.0804
C 3.194765 -2.781399 2.581211 0.6 -0.5 0.2 -0.2377
C 3.375974 -3.478785 4.051156 -1.8 0.6 -0.8 -0.6881
C 1.891511 -3.867878 4.547586 0.5 0.2 -0.4 -0.1706
Br 4.355014 -5.186559 3.720064 -0.1 0.8 0.5 0.6391
C 4.550761 -0.418107 2.717356 -3.0 1.2 -0.2 -0.2841
P 6.141904 -1.477459 2.667094 0.2 1.9 0.7 0.8358
P 6.403704 -2.333652 0.662971 -1.4 -5.3 -1.1 0.4440
O 6.384698 -3.874907 0.810199 0.6 4.0 -0.3 -0.4079
O 7.866030 -1.855016 -0.085978 -3.3 0.4 0.1 -0.2280
O 5.008694 -1.931023 -0.258690 2.8 0.2 0.0 -0.2367
C 0.386270 -1.042606 2.656402 -0.3 -0.8 -0.9 -0.2804
O 0.088003 -2.050055 1.975363 1.0 3.3 2.5 0.0392
C -0.704540 -0.269273 3.563813 0.6 3.1 -0.9 -0.2525
P -2.025518 -1.279490 4.444320 1.6 -1.4 0.6 0.3781
S -1.179649 -2.234301 5.954435 -0.3 0.5 -0.3 0.0950
C -0.627952 1.159459 3.667698 0.2 -2.3 0.3 -0.1048
C -1.608506 2.042808 4.561804 0.8 0.2 -0.8 -0.1024
C -2.848042 2.508871 3.624630 0.6 0.2 0.4 -0.1561
N -4.060618 1.788571 4.128261 -0.1 0.5 0.2 -0.1745
C -5.031322 1.459022 3.035445 0.4 -0.9 -0.2 -0.1950
C -4.490344 0.116913 2.287870 -0.6 0.0 0.6 -0.1005
C -4.690830 2.497224 5.263317 -0.6 3.0 0.1 -0.3815
C -4.909864 1.717418 6.653316 0.2 0.2 -0.4 -0.0099
O -5.007794 3.709975 5.140600 1.0 -4.2 0.7 0.0492
C 0.508603 1.961216 2.842848 0.0 0.6 -0.7 -0.2281
O 0.265667 3.052342 2.281854 0.8 -3.5 2.1 0.0705
H 7.025485 4.105529 1.586658 1.2 -1.2 -0.4 0.0652
H 8.433985 3.131641 2.322741 -0.7 0.4 -1.6 0.0661
H 8.283387 3.329127 0.423153 -0.7 -0.2 1.5 0.0815
H 7.404197 0.908712 1.355207 -0.9 1.3 0.1 0.0833
H 5.996097 2.017607 0.665804 1.2 -0.7 1.0 0.1142
H 5.855666 3.083929 3.075479 -0.1 -2.1 -0.1 0.0682
H 2.266973 3.970265 3.423677 1.2 -0.8 -1.1 0.1191
H 4.077054 3.928696 3.690147 -1.4 -0.8 -1.0 0.1169
H 4.683379 4.572101 1.491771 -1.6 -0.5 0.2 0.1094
H 3.496098 3.436310 0.678802 -0.4 1.2 1.2 0.1287
H 4.063646 -3.201075 1.944766 -1.4 1.2 0.8 0.0431
H 2.245578 -3.249834 2.140085 1.3 1.1 0.6 0.1170
H 3.950173 -2.823742 4.784758 -0.7 -1.0 -1.0 0.0923
H 1.874698 -4.089973 5.664515 -0.1 0.1 -1.6 0.0833
H 1.159529 -3.019945 4.309406 1.2 -1.1 0.6 0.0227
H 1.561537 -4.761165 3.896869 0.5 1.3 1.3 0.0844
H 5.952422 -2.594722 3.574990 -0.4 0.4 -1.3 -0.0547
H 7.599330 -1.567408 -0.996164 0.6 -0.1 0.9 0.0698
H 5.110081 -2.277626 -1.183309 -0.2 0.2 1.1 0.0829
H -2.442672 -2.296690 3.496704 -0.1 1.3 0.2 0.0031
H -3.140297 -0.514636 4.907454 0.5 0.0 -1.0 -0.0351
H -2.008993 1.496289 5.492597 0.8 0.6 -1.6 0.1115
H -0.979100 2.933198 4.947192 -1.1 -1.3 -0.7 0.1317
H -2.660408 2.198588 2.543228 -0.3 0.4 1.5 0.1248
H -2.932316 3.647802 3.651592 -0.2 -1.5 0.0 0.1330
H -6.029661 1.213475 3.546591 1.3 0.6 -1.1 0.1342
H -5.090761 2.348988 2.316183 -0.3 -1.3 0.9 0.1303
H -4.721149 -0.792813 2.960748 0.3 1.4 -1.0 0.0686
H -3.345104 0.132223 2.156704 -1.8 0.2 -0.1 0.0581
H -5.052103 -0.040383 1.301950 1.0 0.2 1.3 0.0786
H -4.451872 2.339811 7.512639 -1.0 -0.8 -1.5 0.0996
H -6.049985 1.593992 6.778328 1.9 0.2 0.0 0.0979
H -4.378621 0.703544 6.694077 -0.9 1.4 -0.4 0.0687
C 9.603915 0.029766 -6.204777 -0.2 0.1 -0.5 -0.0523
O 9.747387 0.051636 -4.783897 0.1 -0.3 0.3 -0.0268
C 10.075700 -1.135170 -4.244466 0.0 0.0 0.0 -0.5997
O 10.249675 -2.164084 -4.848485 -0.1 0.4 0.3 0.1317
O 10.176308 -0.973563 -2.913719 -0.1 0.2 -0.4 -0.0107
C 10.522950 -2.162905 -2.203201 0.2 -0.4 0.4 -0.0478
H 9.339419 1.037003 -6.528704 0.1 0.0 0.3 0.1018
H 10.544283 -0.250989 -6.683472 -0.2 -0.2 0.0 0.0935
H 8.802037 -0.650298 -6.500382 0.2 -0.1 0.0 0.1011
H 11.501036 -2.530806 -2.520687 -0.2 0.0 -0.1 0.1011
H 9.758083 -2.930457 -2.340633 0.2 0.0 -0.1 0.0991
H 10.575643 -1.915700 -1.142500 -0.1 0.2 -0.2 0.0911
C -4.417349 -2.809150 -0.829374 0.4 -0.1 0.0 -0.0449
O -5.739356 -2.272746 -0.825217 -0.3 -0.1 -0.1 -0.0136
C -6.622311 -2.975335 -1.555978 -0.1 0.1 0.0 -0.6006
O -6.384243 -3.977742 -2.183134 -0.1 0.4 0.3 0.1254
O -7.815632 -2.365445 -1.464922 0.5 -0.1 0.1 -0.0056
C -8.859108 -3.006807 -2.198077 -0.4 -0.2 -0.3 -0.0408
H -3.793049 -2.163947 -0.209842 -0.3 0.1 0.0 0.0839
H -4.407281 -3.813542 -0.400325 0.0 0.0 -0.2 0.1004
H -4.007164 -2.817345 -1.841551 -0.1 -0.1 0.1 0.1003
H -9.026730 -4.019418 -1.824395 0.1 0.1 -0.1 0.0999
H -8.627039 -3.022161 -3.264973 0.0 -0.1 0.1 0.1012
H -9.773357 -2.430227 -2.052979 0.3 0.1 0.1 0.0893
C -12.294935 -5.098593 -6.799904 0.3 -0.3 -0.2 -0.0470
O -13.352026 -4.292487 -6.282507 0.0 0.3 0.3 -0.0006
C -12.960108 -3.392034 -5.365926 -0.2 0.0 0.0 -0.6005
O -11.831846 -3.227029 -4.970447 -0.4 -0.1 -0.1 0.1142
O -14.042940 -2.706349 -4.965265 0.3 -0.3 -0.2 -0.0001
C -13.769247 -1.708062 -3.983290 0.0 0.4 0.3 -0.0439
H -12.726118 -5.786165 -7.528202 -0.2 0.2 0.1 0.0937
H -11.551143 -4.479950 -7.306875 0.0 0.0 0.2 0.0983
H -11.831747 -5.684793 -6.003139 0.1 0.2 -0.1 0.0982
H -13.083417 -0.955804 -4.379067 0.0 -0.2 0.1 0.0997
H -13.364036 -2.161250 -3.075878 0.1 0.1 -0.2 0.0950
H -14.710458 -1.217894 -3.732633 0.0 -0.2 -0.2 0.0951
C -11.892925 -0.818995 0.816658 0.1 -0.3 0.3 -0.0465
O -12.241621 -0.010934 -0.306166 0.0 0.4 -0.1 -0.0100
C -11.863352 1.274215 -0.199737 0.0 0.0 -0.1 -0.6000
O -11.278530 1.765718 0.733681 -0.2 -0.2 -0.4 0.1245
O -12.250565 1.915473 -1.315152 0.1 -0.3 0.3 -0.0047
C -11.911724 3.301064 -1.340619 0.1 0.5 -0.1 -0.0465
H -12.246308 -1.831982 0.620739 -0.1 0.2 -0.2 0.0924
H -10.808882 -0.850408 0.947152 -0.1 0.1 0.1 0.0983
H -12.380900 -0.451868 1.722224 0.2 0.1 -0.1 0.0987
H -10.828539 3.433874 -1.295837 -0.1 0.0 0.2 0.0991
H -12.400343 3.832466 -0.520998 0.2 -0.1 0.0 0.0989
H -12.271478 3.714834 -2.283243 -0.1 -0.3 0.1 0.0935
C 13.565750 5.268796 -7.860189 0.0 0.3 -0.3 -0.0474
O 13.804926 4.362082 -6.785294 -0.3 -0.3 0.2 -0.0005
C 12.769901 3.552187 -6.507094 0.1 0.0 0.1 -0.5960
O 11.705367 3.540583 -7.076546 0.4 0.0 0.2 0.1188
O 13.126220 2.757397 -5.484960 0.0 0.3 -0.4 0.0084
C 12.113193 1.838003 -5.080557 -0.2 -0.2 0.2 -0.0447
H 14.465320 5.870165 -7.995206 0.0 -0.2 0.2 0.0937
H 13.371267 4.724933 -8.787212 -0.1 0.1 0.1 0.0982
H 12.735316 5.937444 -7.622940 0.0 -0.2 -0.1 0.0982
H 11.861743 1.159771 -5.896612 0.0 0.3 0.1 0.0748
H 11.225747 2.370876 -4.732905 0.0 -0.1 -0.2 0.1055
H 12.507486 1.248759 -4.251883 0.2 0.2 -0.1 0.1027
```
Forces are in eV/Å.

Output
SMILES: CC[C@H](Br)c1c(CCF)c2c(c(C[C@@H](C)Br)c1PP(=O)(O)O)C(=O)C([PH2]=S)=C(CCN(CC)C(C)=O)C2=O.COC(=O)OC.COC(=O)OC.COC(=O)OC.COC(=O)OC.COC(=O)OC
Charge: 0
HOMO level: -8.76 eV
Electronic energy: -9828.5568 Ha